1.
DFT (ωB97M-V/def2-TZVPD) results for the ion C10H15N3O5S with charge -2 in a non-equilibrium geometry.

ORCA input file:
```
! RIJCOSX wB97M-V def2-TZVPD def2/J DEFGRID3
* xyz -2 1
S -1.785 -3.154 2.728
O 3.695 -0.359 -0.184
O 2.196 2.823 -3.846
O 2.026 3.916 -1.893
O -0.410 1.158 3.236
O -1.078 0.006 -1.013
N 0.156 -0.066 0.851
N -1.530 -0.548 4.134
N 2.321 1.421 -0.365
C -0.534 -2.262 1.776
C -0.860 0.033 3.126
C 0.716 1.949 -2.136
C 0.006 0.213 -0.442
C 4.499 1.644 0.656
C 1.247 0.838 -1.193
C -1.879 0.121 5.402
C 3.448 0.811 -0.032
C 1.728 2.970 -2.683
C -0.795 -0.718 1.742
H -2.460 1.006 5.180
H 5.356 1.062 1.025
H -2.485 -0.576 5.975
H 0.238 1.465 -2.982
H 2.258 2.428 -0.285
H -1.784 -0.639 1.298
H 1.706 0.107 -1.842
H 4.009 2.074 1.515
H 4.786 2.513 0.015
H -0.994 0.361 5.939
H 1.045 0.095 1.244
H -0.046 2.459 -1.522
H 0.462 -2.529 2.121
H -1.823 -1.513 3.932
H -0.616 -2.611 0.750
*
```

Lowest unoccupied orbital energy, eV: 5.05
Energy above the lowest of the compared OMol25 structures with the same formula, charge and spin, kcal/mol: 4.2
Calculated total energy, hartree: -1328.8339
Highest occupied orbital energy, eV: -1.39
Structure (SMILES): CNC(=O)[C@H](C[S-])NC(=O)[C@@H](CC(=O)[O-])NC(C)=O

2.
DFT (ωB97M-V/def2-TZVPD) results for the molecule C10H15N5O4 in a non-equilibrium geometry.

ORCA input file:
```
! RIJCOSX wB97M-V def2-TZVPD def2/J DEFGRID3
* xyz 0 1
O -0.383 3.149 -1.570
O -1.560 -1.983 -2.229
O -2.437 2.376 -1.885
O 1.685 1.962 -0.301
N 1.005 -2.055 1.809
N -0.269 1.162 0.503
N 0.713 0.691 2.937
N -2.876 -0.279 -2.944
N 0.510 -2.501 -0.310
C 1.788 -1.280 1.000
C 0.239 -2.757 0.998
C -2.116 -0.901 -2.029
C -1.310 2.216 -1.464
C -0.844 0.906 -0.794
C 2.627 -0.163 1.547
C -1.942 -0.140 -0.712
C 1.050 1.458 0.636
C 1.712 1.030 1.930
C 1.506 -1.538 -0.316
H -2.891 0.324 -0.434
H 0.471 2.837 -1.201
H -3.144 0.683 -2.787
H 1.884 -1.135 -1.228
H -2.921 -0.681 -3.847
H -0.017 0.509 -1.400
H 0.708 -0.299 3.089
H -1.657 -0.876 0.060
H -0.682 0.783 1.348
H 0.890 1.164 3.840
H -0.072 -2.698 -1.111
H 3.386 0.173 0.827
H -0.532 -3.483 1.316
H 2.310 1.845 2.262
H 3.171 -0.499 2.458
*
```

Lowest unoccupied orbital energy, eV: 0.75
Energy above the lowest of the compared OMol25 structures with the same formula, charge and spin, kcal/mol: 0.0
Calculated total energy, hartree: -964.9111
Highest occupied orbital energy, eV: -8.98
Structure (SMILES): NC(=O)C[C@H](NC(=O)[C@@H](N)Cc1c[nH]cn1)C(=O)O